A) Computed, not measured: a 2-piece molecular cluster, CH6O overall, with ωB97M-V/def2-TZVPD.

Properties
LUMO level = 0.9292 eV
E_HOMO = -11.489 eV
Structure (SMILES) = C.O
HOMO-LUMO gap = 12.4 eV

The geometry in XYZ format:
```
8
CH6O (ωB97M-V/def2-TZVPD)
C -1.33392 0.52227 0.17058
H -1.80555 -0.26237 -0.42234
H -0.83069 0.02095 1.00644
H -2.12104 1.19896 0.58675
H -0.72583 1.17342 -0.38532
O 1.30159 -0.63340 -0.24859
H 0.89205 0.10403 0.29661
H 2.18187 -0.30136 -0.11692
```

***

B) Computed, not measured: a 2-piece molecular cluster, CH6O overall, with ωB97M-V/def2-TZVPD.

Properties
LUMO level = 0.9205 eV
E_HOMO = -11.504 eV
Structure (SMILES) = C.O
HOMO-LUMO gap = 12.4 eV

The geometry in XYZ format:
```
8
CH6O (ωB97M-V/def2-TZVPD)
C 0.93489 -0.32294 0.74552
H 0.68838 0.00589 -0.27482
H 1.66439 0.37089 1.18873
H 0.02124 -0.33488 1.35798
H 1.36562 -1.33450 0.71074
O -1.83084 0.71574 -1.00780
H -1.37396 -0.14271 -0.85751
H -1.46974 1.04254 -1.86282
```

***

Ranked by calculated energy, most stable first: B), A).

***

A) Computed, not measured: the molecule C3H5NO3, with ωB97M-V/def2-TZVPD.

Properties
LUMO level (spin up / spin down) = -0.4346 / -0.4366 eV
E_HOMO (spin up / spin down) = -7.776 / -7.774 eV
HOMO-LUMO gap (spin up / spin down) = 7.3 / 7.3 eV

The geometry in XYZ format:
```
12
C3H5NO3 (ωB97M-V/def2-TZVPD)
C 0.21811 0.08924 0.55785
N -1.82273 -0.47704 -0.61382
C 1.66906 0.63043 -0.17897
C -0.97178 0.42798 -0.19150
O 0.67863 0.93024 1.46522
O 0.27913 -1.32773 0.69724
O 2.50831 -0.21765 -0.36860
H 1.21926 -1.56540 0.71788
H -2.73812 -0.22546 -0.96410
H -1.62046 -1.43281 -0.32139
H 1.78513 1.69552 -0.43315
H -1.20453 1.47266 -0.36667
```

***

B) Computed, not measured: the molecule C3H5NO3, with ωB97M-V/def2-TZVPD.

Properties
LUMO level = 0.5701 eV
E_HOMO = -10.031 eV
Structure (SMILES) = O=CCNC(=O)O
HOMO-LUMO gap = 10.6 eV

The geometry in XYZ format:
```
12
C3H5NO3 (ωB97M-V/def2-TZVPD)
O -0.82331 2.40647 -1.34703
C -0.39717 1.31356 -1.08738
C 0.19561 0.99755 0.27286
N 0.90938 -0.28767 0.26368
C 0.23628 -1.45604 0.46014
O 0.73290 -2.50459 0.77538
O -1.09558 -1.29791 0.20947
H -0.42490 0.49938 -1.82833
H 0.89736 1.79820 0.49008
H -0.60644 0.98111 1.00160
H 1.81542 -0.25324 0.70091
H -1.43955 -2.19683 0.08861
```

***

C) Computed, not measured: the molecule C3H5NO3, with ωB97M-V/def2-TZVPD.

Properties
LUMO level = 0.6535 eV
E_HOMO = -9.138 eV
Structure (SMILES) = O/N=C1/COCO1
HOMO-LUMO gap = 9.8 eV

The geometry in XYZ format:
```
12
C3H5NO3 (ωB97M-V/def2-TZVPD)
O -3.03018 -0.17087 0.03552
N -1.86459 0.65505 -0.13865
C -0.68396 0.15554 -0.43875
C 0.75015 1.17244 0.04278
O 1.73278 0.23915 -0.39008
C 1.23979 -0.90985 0.15717
O -0.23171 -1.01818 -0.28567
H -2.71609 -1.06563 -0.35670
H 0.76219 2.12017 -0.67013
H 0.93189 1.56353 1.11914
H 1.34584 -0.91221 1.23186
H 1.76388 -1.82914 -0.30647
```

***

Ranked by calculated energy, most stable first: B), A), C).

***

A) Computed, not measured: a 2-piece molecular cluster, C2H6NO3 overall, with ωB97M-V/def2-TZVPD.

Properties
LUMO level = 3.8860 eV
E_HOMO = -3.599 eV
Total charge = -1
HOMO-LUMO gap = 7.5 eV

The geometry in XYZ format:
```
12
C2H6NO3 (ωB97M-V/def2-TZVPD)
O -0.93281 0.62569 1.54856
C -0.88356 0.84972 0.34263
N 0.25908 0.94241 -0.38394
C 0.33148 0.45805 -1.97273
O 0.87166 1.30885 -2.74817
H -1.81680 1.01648 -0.37045
H 1.00108 0.65995 0.24634
H -0.75797 0.24269 -2.04533
H 0.73638 -0.57439 -1.73502
H 0.70522 -2.31544 1.86283
H 0.00880 -1.20064 2.50377
O 0.47744 -2.01338 2.75152
```

***

B) Computed, not measured: C2H6NO3 as an isolated structure, with ωB97M-V/def2-TZVPD.

Properties
LUMO level = 4.2007 eV
E_HOMO = -4.351 eV
Total charge = -1
HOMO-LUMO gap = 8.6 eV

The geometry in XYZ format:
```
12
C2H6NO3 (ωB97M-V/def2-TZVPD)
O 0.41770 0.87073 1.58370
C 0.26681 -0.13874 0.87109
N -0.23288 -0.24879 -0.34430
C 0.54600 -1.29452 -1.73728
O 1.43806 -2.08154 -1.37637
H 0.64347 -1.11853 1.23534
H -0.23926 0.64372 -0.82024
H -0.43081 -1.65205 -2.11798
H 0.86676 -0.36289 -2.26039
H -1.14047 1.80631 1.21318
H -2.37710 1.84263 0.35815
O -1.92795 2.35936 1.04078
```

***

C) Computed, not measured: a 2-piece molecular cluster, C2H6NO3 overall, with ωB97M-V/def2-TZVPD.

Properties
LUMO level = 4.3035 eV
E_HOMO = -4.175 eV
Total charge = -1
HOMO-LUMO gap = 8.5 eV

The geometry in XYZ format:
```
12
C2H6NO3 (ωB97M-V/def2-TZVPD)
O 1.39718 -0.52677 1.41428
C 0.76047 -0.23214 0.40339
O -0.41681 -0.64775 0.12813
C 1.28832 0.81779 -0.72020
N 0.52767 0.69210 -1.95227
H 1.32061 1.79307 -0.23887
H 2.35459 0.60504 -0.87388
H -0.44816 0.64059 -1.69367
H 0.68372 -0.24823 -2.29270
H -2.80478 0.36845 0.17650
H -2.02906 -0.63482 1.00567
O -2.89492 -0.18254 0.97223
```

***

D) Computed, not measured: C2H6NO3 as an isolated structure, with ωB97M-V/def2-TZVPD.

Properties
LUMO level = 4.2360 eV
E_HOMO = -4.285 eV
Total charge = -1
HOMO-LUMO gap = 8.5 eV

The geometry in XYZ format:
```
12
C2H6NO3 (ωB97M-V/def2-TZVPD)
O -1.37569 -1.57991 -0.37686
C -0.73708 -0.87570 0.44393
N -0.28030 0.33006 0.27142
C 0.72203 1.30320 1.53609
O 1.42972 2.25072 1.16116
H -0.46801 -1.37108 1.39166
H -0.51299 0.77553 -0.60895
H 1.15300 0.37269 1.96764
H -0.21581 1.47688 2.10587
H 0.76864 -0.59686 -2.30611
H -0.42402 -1.33619 -1.78006
O 0.10561 -1.22333 -2.61444
```

***

Ranked by calculated energy, most stable first: C), D), B), A).

***

A) Computed, not measured: the molecule C4H5N3, with ωB97M-V/def2-TZVPD.

Properties
LUMO level = 0.4449 eV
E_HOMO = -7.530 eV
HOMO-LUMO gap = 8.0 eV

The geometry in XYZ format:
```
12
C4H5N3 (ωB97M-V/def2-TZVPD)
C 1.55360 0.21564 1.56136
C 1.17352 -0.86170 2.20678
C -0.69428 0.83983 -1.11424
C -1.35295 0.46585 -2.34542
N 1.21354 0.60020 0.26375
N 0.09352 0.47983 -0.29089
N 0.70159 -1.88015 2.69266
H 2.22617 0.78537 2.16745
H -0.83469 0.68986 -3.23721
H -2.13990 1.06770 -2.47701
H -1.71168 -0.62590 -2.51413
H -0.22844 -1.77654 3.08691
```

***

B) Computed, not measured: the molecule C4H5N3, with ωB97M-V/def2-TZVPD.

Properties
LUMO level = 0.4609 eV
E_HOMO = -10.554 eV
Structure (SMILES) = CNC(C#N)C#N
HOMO-LUMO gap = 11.0 eV

The geometry in XYZ format:
```
12
C4H5N3 (ωB97M-V/def2-TZVPD)
C -1.58134 -0.02697 0.26023
N -0.51138 -0.17199 -0.74045
C 0.76621 -0.14820 -0.05582
C 1.94374 -0.88396 -0.53019
N 2.81323 -1.63671 -0.65413
C 1.12175 1.19537 0.50508
N 1.29709 2.31096 0.77237
H -1.49850 -0.82634 1.01587
H -2.54159 -0.14800 -0.23745
H -1.56245 0.92813 0.81046
H -0.61185 0.39110 -1.56236
H 0.31216 -1.03068 0.41498
```

***

Ranked by calculated energy, most stable first: B), A).

***

A) Computed, not measured: a 2-piece molecular cluster, C4H5N3 overall, with ωB97M-V/def2-TZVPD.

Properties
LUMO level = -0.3041 eV
E_HOMO = -10.686 eV
HOMO-LUMO gap = 10.4 eV

The geometry in XYZ format:
```
12
C4H5N3 (ωB97M-V/def2-TZVPD)
C -1.60133 0.70881 0.51182
N -0.01100 -0.35763 -0.75975
C 1.10527 -0.67530 -0.27477
C 2.06718 -1.42846 -1.02851
N 2.81980 -1.99832 -1.69361
C 0.71117 1.46304 1.74206
N -0.22485 1.39538 1.01320
H -1.83695 -0.37337 0.31921
H -1.92682 1.23578 -0.38904
H -2.09867 0.97286 1.41202
H -0.25135 -0.70436 -1.67790
H 1.37579 -0.31597 0.72528
```

***

B) Computed, not measured: the molecule C4H5N3, with ωB97M-V/def2-TZVPD.

Properties
LUMO level = 0.7264 eV
E_HOMO = -9.442 eV
Structure (SMILES) = N#C[C@H]1CN=CN1
HOMO-LUMO gap = 10.2 eV

The geometry in XYZ format:
```
12
C4H5N3 (ωB97M-V/def2-TZVPD)
N 2.67281 -1.36190 0.66124
C 1.78014 -0.77332 0.22031
C 0.63082 -0.07087 -0.34701
C -0.65653 -0.91750 -0.36919
N -1.73335 0.08145 -0.36747
C -1.21476 1.09383 0.20847
N 0.13128 0.99895 0.50431
H 0.88816 0.30890 -1.34870
H -0.72812 -1.66494 -1.16395
H -0.69792 -1.40674 0.61377
H -1.77626 1.97405 0.51272
H 0.70372 1.73810 0.87549
```

***

Ranked by calculated energy, most stable first: B), A).

***

A) Computed, not measured: a 4-piece molecular cluster, C6H20O4 overall, with ωB97M-V/def2-TZVPD.

Properties
LUMO level = 0.1484 eV
E_HOMO = -9.833 eV
Structure (SMILES) = CC(C)O.CC(C)O.O.O
HOMO-LUMO gap = 10.0 eV

The geometry in XYZ format:
```
30
C6H20O4 (ωB97M-V/def2-TZVPD)
C 10.60902 -8.67754 -10.35394
C 10.22962 -9.87541 -11.24328
C 8.77350 -10.23679 -11.02318
O 10.42423 -9.54375 -12.60558
H 10.38436 -8.86106 -9.30142
H 10.06798 -7.75826 -10.59367
H 11.67283 -8.45087 -10.48693
H 10.90009 -10.68692 -10.93630
H 8.56538 -10.63418 -10.03559
H 8.62216 -11.07139 -11.72358
H 8.14108 -9.41270 -11.34520
H 11.37477 -9.38793 -12.73876
C 11.70075 -7.86475 -15.31580
C 12.98969 -8.66858 -15.24503
C 14.23777 -7.83591 -15.42029
O 12.96001 -9.38450 -14.00379
H 11.77735 -6.90117 -14.81030
H 10.83008 -8.36718 -14.89610
H 11.44842 -7.71898 -16.36871
H 12.95636 -9.43633 -16.02730
H 14.13935 -6.94400 -14.79418
H 14.27087 -7.44454 -16.44042
H 15.17147 -8.35804 -15.22638
H 13.71553 -9.92913 -13.78003
O 9.66424 -12.29579 -13.93537
H 10.55445 -12.67005 -13.85979
H 9.79799 -11.33892 -13.88399
O 12.22612 -12.71727 -12.58794
H 12.94335 -12.14224 -12.30225
H 12.37544 -13.54842 -12.12096
```

***

B) Computed, not measured: a 4-piece molecular cluster, C6H20O4 overall, with ωB97M-V/def2-TZVPD.

Properties
LUMO level = 0.6110 eV
E_HOMO = -9.201 eV
Structure (SMILES) = CCO.CCO.CCO.O
HOMO-LUMO gap = 9.8 eV

The geometry in XYZ format:
```
30
C6H20O4 (ωB97M-V/def2-TZVPD)
C 1.52565 -2.44133 2.16734
C 2.42334 -2.87035 0.98871
O 2.46475 -1.86719 -0.01178
H 1.43827 -3.10922 3.02431
H 0.51860 -2.17017 1.85046
H 1.92211 -1.51675 2.58695
H 2.11220 -3.83647 0.59135
H 3.42473 -2.93758 1.41392
H 3.12536 -2.18653 -0.63083
C -1.97274 -0.71032 -1.64240
C -1.81236 -1.86122 -0.63961
O -1.91025 -1.40198 0.68076
H -1.22469 0.07711 -1.55034
H -2.89728 -0.13303 -1.63473
H -1.91972 -1.12534 -2.64891
H -0.92341 -2.46862 -0.80970
H -2.66064 -2.53655 -0.75120
H -2.83621 -1.15952 0.75426
C -0.39183 4.85172 -0.98412
C -0.53696 3.43261 -0.44082
O 0.75536 2.79520 -0.39358
H 0.41080 5.32177 -0.41583
H -1.25623 5.50487 -0.86450
H -0.13088 4.87809 -2.04209
H -1.27670 2.78456 -0.91083
H -0.88067 3.44938 0.59344
H 0.70350 1.86876 -0.14736
O 0.58736 0.17293 0.69449
H -0.13213 -0.40208 0.43385
H 1.35074 -0.40285 0.73879
```

***

Ranked by calculated energy, most stable first: A), B).